Entry 1:
64
Properties=species:S:1:pos:R:3:lowdin_spin:R:1 method="wB97M-V/def2-TZVPD" s2=0.755 max_force_ev_per_a=7.233 gap_ev="2.78 / 4.64" charge=-1 multiplicity=2 e_tot_ev=-40345.6883
O -0.1924 0.5537 -4.7335 0.039
O -1.0244 -2.7859 0.2779 0.100
O -1.4388 0.4719 -3.0468 0.010
O -0.9869 2.1082 -0.6831 0.084
O 0.9527 0.0087 -1.4788 0.060
O -2.9459 1.0271 1.2556 0.064
O 0.2296 0.3327 1.7356 0.050
O -3.5373 -1.5320 -1.2568 0.102
N -0.8812 -0.0537 -4.0362 0.034
N -3.4759 0.3296 3.3526 0.000
N 2.2730 -0.6134 2.1679 0.005
N 2.8557 -1.0352 -2.0223 0.000
N 0.2745 4.0263 -0.7590 0.006
C -1.2118 -1.4670 -4.2768 0.003
C -3.4878 1.1959 2.3155 0.005
C 2.7257 -2.2908 -1.3258 0.001
C 0.9266 -0.6405 1.9996 0.023
C -2.2900 -3.3960 0.1344 0.003
C 0.7278 5.2378 -0.0772 0.001
C 4.0112 -0.9018 -2.8688 0.000
C -3.2755 -2.9247 -1.0522 0.001
C -3.9707 0.7023 4.6390 0.000
C 3.0163 -1.8641 2.2979 0.002
C -0.6816 3.2175 -0.2698 0.021
C 1.1025 3.6354 -1.8631 0.001
C 2.9536 0.6470 1.8708 0.001
C -2.6064 -0.8958 3.3530 0.004
C 1.9854 -0.0185 -2.0449 0.004
Be -1.5005 -0.2814 -0.2488 0.350
H 4.1065 -0.0522 -3.5451 0.000
H -1.6855 -0.6182 3.8658 0.001
H -0.0583 5.5859 0.5928 0.000
H -2.4107 -1.1484 2.3109 0.005
H -3.1324 -1.7419 3.7952 0.000
H 4.0461 -1.7188 2.6245 0.000
H 2.2652 0.7773 -2.7523 0.001
H 4.1649 -1.7134 -3.5800 0.000
H 3.7977 0.4451 1.2113 0.000
H 3.0877 -2.4120 1.3584 0.000
H 2.7217 -3.1697 -1.9704 0.000
H -2.9008 -3.2084 1.0175 0.001
H 1.4980 4.4869 -2.4168 0.000
H -4.4027 1.7028 4.6620 0.000
H -4.0675 2.0915 2.5878 0.002
H 3.5003 1.1418 2.6734 0.000
H -0.3224 -2.0677 -4.0864 0.002
H 2.3572 1.4909 1.5242 0.000
H -1.0209 3.6317 0.6922 0.001
H 2.0355 3.2345 -1.4672 0.000
H 1.8016 -2.3713 -0.7535 0.000
H 4.8361 -0.9324 -2.1570 0.000
H 3.5768 -2.3365 -0.6463 0.000
H -4.2236 -3.4590 -0.9912 0.003
H -2.7900 -3.2605 -1.9685 0.001
H -4.7388 0.0795 5.0975 0.000
H -1.9728 -1.7357 -3.5441 0.000
H 2.5753 -2.5340 3.0361 0.001
H 0.9194 6.1361 -0.6641 0.000
H -3.1191 0.6538 5.3176 0.000
H -2.1724 -4.4753 0.0382 0.004
H 0.4932 -1.6452 2.1215 0.001
H -1.5686 -1.6322 -5.2934 0.001
H 1.6600 5.0760 0.4640 0.001
H 0.6160 2.9059 -2.5106 0.001


Entry 2:
61
Properties=species:S:1:pos:R:3:mulliken_charge:R:1 method="wB97M-V/def2-TZVPD" max_force_ev_per_a=12.949 gap_ev=10.11 charge=+1 multiplicity=1 e_tot_ev=-38740.8383
F -54.6538 0.7443 17.3698 -0.282
O -49.0444 -2.0127 20.9431 -0.415
O -48.6457 0.8854 24.9069 0.087
O -55.0377 0.1209 20.5918 -0.366
O -47.5664 -0.2749 22.5050 0.015
O -53.1801 -0.8066 21.2212 -0.564
O -52.9482 1.3737 24.3016 0.069
O -51.0931 2.5007 22.5609 -0.083
O -53.7771 -0.6557 19.0719 -0.283
O -51.9193 -0.7177 25.4555 -0.252
N -50.7073 -0.3618 22.8906 0.494
C -53.9449 -0.4953 20.3197 0.728
C -47.0295 -0.9610 21.6126 -0.819
C -48.9873 1.8822 25.9623 -1.077
C -53.0423 -0.1002 26.0758 -1.004
C -48.0704 -1.1406 20.4535 -0.509
C -54.8953 -0.1610 18.3521 0.349
C -49.8750 3.1747 22.2339 -0.767
C -47.2143 0.6653 24.7629 -1.177
C -52.0676 3.3201 23.3019 -0.567
C -50.9323 -1.2383 26.4536 -0.877
C -55.8064 0.4989 19.3782 -0.412
C -50.1705 -2.3002 19.9987 -0.978
C -53.6628 0.8333 25.1037 -0.280
C -46.8750 -0.4426 23.7237 -0.793
C -53.4070 2.5302 23.5395 -0.816
H -49.9959 3.9764 21.6372 0.517
H -50.4904 0.0482 23.8897 0.022
H -50.6862 -1.3968 20.1281 0.399
H -51.3146 -1.9696 27.1147 0.464
H -54.2877 1.5554 25.7068 0.344
H -48.9880 2.4152 21.8217 0.021
H -49.8575 -2.7787 19.1190 0.406
H -53.6371 -0.4825 26.8233 0.615
H -53.8357 2.1165 22.6036 0.027
H -51.4947 0.2481 22.7604 -0.006
H -52.2027 4.4233 22.7858 0.368
H -49.8926 -0.0756 22.2892 -0.020
H -50.2234 -1.8472 25.8792 0.281
H -49.9274 2.0089 25.6641 0.145
H -51.6963 3.6617 24.2020 0.388
H -46.6499 1.3768 24.4826 0.752
H -49.1828 3.3560 23.0740 0.220
H -48.5152 -0.1716 20.2026 0.247
H -52.5750 0.7031 26.8380 0.233
H -48.4461 2.7184 25.6445 0.419
H -47.6641 -1.7266 19.6467 0.517
H -47.2244 -1.2933 24.1277 0.466
H -46.6298 -1.8994 21.8933 0.516
H -46.0560 -0.4587 21.0492 0.269
H -54.2772 0.0490 24.5715 0.180
H -56.0123 1.5951 19.1592 0.259
H -50.8932 -1.3155 22.9016 0.460
H -50.4937 -0.5695 27.3064 0.257
H -50.8759 -2.9112 20.4474 0.325
H -56.9627 0.2066 19.5739 0.241
H -45.7737 -0.4497 23.6718 0.399
H -48.9356 1.4927 26.8187 0.403
H -46.7757 0.3751 25.7107 0.430
H -54.0137 3.1609 23.9631 0.735
H -55.4090 -0.9477 17.8891 0.280


Entry 3:
55
Properties=species:S:1:pos:R:3:lowdin_spin:R:1 method="wB97M-V/def2-TZVPD" s2=0.754 max_force_ev_per_a=1.563 gap_ev="7.36 / 7.66" charge=+3 multiplicity=2 e_tot_ev=-32950.0136
Ir -0.2147 0.1229 1.2552 0.866
Si 0.1978 0.4983 -0.9640 -0.002
O 1.1875 -1.3221 1.7596 0.026
O -0.7507 -0.3476 3.3474 0.017
O 1.4876 1.4112 1.9153 0.067
C 2.4646 0.6153 2.5911 0.004
C 2.5099 -0.7260 1.9163 0.001
C -0.0792 -2.9059 -2.0554 0.001
C -1.0754 1.6116 -1.6768 -0.003
C -0.3858 2.8626 -1.0346 -0.001
C 1.8923 0.5313 -1.6920 -0.003
C -1.5733 0.4079 4.2745 0.000
C -0.7982 -2.1754 -3.0907 0.000
C 0.0954 -1.3145 3.9759 0.001
C 1.3448 2.7338 2.5005 0.006
C -2.2558 -2.1622 -3.0702 0.000
C -2.4177 1.3073 -1.0020 0.002
C -0.0910 -1.7979 -4.3043 0.000
C -1.1317 1.7467 -3.1960 -0.001
C 0.7071 -2.1442 2.8770 0.008
H -2.2154 1.0536 3.6817 0.000
H -1.4933 0.8339 -3.6655 0.000
H 0.8354 -0.8124 4.6019 0.000
H 2.4150 -0.4260 -1.6176 0.000
H -2.9000 0.4304 -1.4299 0.001
H 2.2038 0.5489 3.6487 0.000
H -0.3953 2.8477 0.0609 0.000
H -2.1820 -0.2827 4.8547 0.000
H 3.1397 -1.4147 2.4784 0.000
H -0.0961 -3.9407 -2.4501 0.000
H -0.9710 3.7419 -1.3227 0.000
H -0.5306 -0.9546 -4.8348 0.000
H -0.5042 -1.9650 4.6164 0.000
H -0.5883 -2.9411 -1.0931 0.002
H -0.0327 -2.8038 2.4290 0.002
H 0.9756 -2.6472 -1.9757 0.000
H 2.1615 3.3629 2.1524 0.002
H 3.4428 1.0929 2.5053 0.001
H -2.7078 -1.4226 -3.7274 0.000
H -2.6885 -2.1528 -2.0703 0.000
H 1.9146 0.8470 -2.7353 0.000
H 2.8992 -0.6399 0.9036 0.000
H -2.5138 -3.1503 -3.5008 0.000
H -0.2780 -2.6664 -4.9688 0.000
H 1.3635 2.6617 3.5875 0.000
H 0.9878 -1.7055 -4.1948 0.000
H 0.3911 3.1399 2.1777 0.001
H -1.8413 2.5272 -3.4814 0.000
H 2.4606 1.2497 -1.0900 0.000
H 0.6246 3.0537 -1.4077 0.000
H 1.5409 -2.7393 3.2471 0.001
H -2.3016 1.1520 0.0908 0.002
H -0.1690 2.0320 -3.6214 0.000
H -3.1208 2.1366 -1.1097 0.000
H -0.9399 1.0000 4.9338 0.000


Entry 4:
57
Properties=species:S:1:pos:R:3:mulliken_charge:R:1 method="wB97M-V/def2-TZVPD" max_force_ev_per_a=3.706 gap_ev="4.34 / 4.32" charge=+2 multiplicity=1 e_tot_ev=-56842.6146
Rb 2.1438 3.5899 1.0309 0.998
V -0.1587 0.1786 0.3054 -0.130
Si -1.9296 2.8300 -0.6583 0.279
O 3.1017 2.9932 -1.3441 -0.385
N 0.0122 -1.2436 -0.9288 1.307
N 1.0480 1.2882 0.1224 -0.295
N -0.1440 -0.7596 1.9562 0.674
C -3.6800 3.4151 -0.9450 -1.132
C -1.1040 4.0069 0.5596 -0.950
C 0.7122 -0.4137 -3.0939 -1.118
C -1.1918 -2.0623 -1.0141 -1.161
C 2.4067 -1.2018 -1.4263 -1.460
C 0.7985 -1.5923 4.1320 -1.908
C 0.9854 -1.4626 2.6166 1.438
C 2.1738 2.3158 -1.4900 0.240
C -1.0430 2.8431 -2.3288 -0.799
C 1.1207 -2.8636 2.0171 -1.304
C -1.9878 1.0736 0.0217 -0.633
C 1.0127 -1.4255 -1.9906 0.838
C 2.2625 -0.6753 2.3604 -1.639
C 0.9664 -2.8280 -2.5895 -1.743
C -1.4483 -1.1726 2.4471 -1.071
H -1.3443 3.7506 -2.8682 0.460
H -1.8620 4.7104 0.9374 0.359
H 1.7284 -1.9796 4.5674 0.460
H -0.7031 3.4751 1.4417 0.189
H -3.7007 4.4837 -1.1827 0.315
H -1.0223 -3.0925 -0.6435 0.304
H -0.3245 4.6174 0.0669 0.207
H 0.0543 2.8026 -2.2501 0.129
H -0.3112 -0.5639 -3.4672 0.324
H -2.5124 0.3607 -0.6415 0.435
H 0.8029 0.6213 -2.7377 -0.039
H -1.6036 -2.2655 2.3500 0.384
H 3.0868 -1.1876 2.8762 0.538
H -1.9960 -1.6441 -0.3931 0.366
H 2.4928 -0.6249 1.2863 0.249
H 0.2640 -3.5040 2.2615 0.377
H -0.0117 -2.2691 4.4191 0.434
H 1.1947 -2.8103 0.9219 0.147
H -4.2879 3.2458 -0.0509 0.329
H -1.5887 -2.1227 -2.0463 0.419
H 1.4109 -0.5589 -3.9278 0.500
H -1.3861 1.9801 -2.9110 0.189
H -1.5861 -0.9019 3.5113 0.409
H 0.0315 -3.0115 -3.1323 0.433
H 2.0368 -3.3338 2.4004 0.447
H -4.1340 2.8699 -1.7780 0.321
H 1.7909 -2.9263 -3.3060 0.457
H 2.6134 -1.9259 -0.6310 0.313
H -2.4888 1.0526 1.0063 0.452
H 0.6126 -0.6124 4.5833 0.448
H 3.1428 -1.3507 -2.2255 0.583
H 1.0903 -3.5942 -1.8137 0.388
H -2.2478 -0.6783 1.8885 0.247
H 2.5421 -0.1978 -1.0172 0.113
H 2.1584 0.3519 2.7458 0.266